Here is a gas-phase ion, C4H8NO2 (charge +1) from OMol25. Energies are from the ωB97M-V functional and the def2-TZVPD basis.

Each atom is followed by the atoms it is bonded to, with distances in Å.
CARTESIAN COORDINATES (ANGSTROEM)
1 C 1.73 -0.64 -0.17  N2 1.275, H8 1.007, H9 1.122
2 N 0.47 -0.47 -0.12  C1 1.275, C3 1.448, C6 1.562
3 C -0.42 -0.61 1.01  N2 1.448, C4 1.510, H10 1.036, H11 1.081
4 C -1.39 0.53 0.79  C3 1.510, O5 1.510, H12 1.089, H13 1.058
5 O -1.47 0.59 -0.72  C4 1.510, C6 1.359
6 C -0.27 0.28 -1.27  N2 1.562, O5 1.359, O7 1.343, H14 1.155
7 O 0.52 1.28 -1.70  C6 1.343, H15 0.975
8 H 2.28 -0.66 -1.02  C1 1.007
9 H 2.13 -1.22 0.70  C1 1.122
10 H 0.06 -0.57 1.92  C3 1.036
11 H -0.99 -1.53 0.96  C3 1.081
12 H -2.43 0.25 0.99  C4 1.089
13 H -1.07 1.40 1.29  C4 1.058
14 H -0.37 -0.55 -2.07  C6 1.155
15 H 0.24 1.86 -2.42  O7 0.975

* gap between HOMO and LUMO: 10.3 eV
* SMILES: C=[N+]1CCO[C@H]1O
* net charge: +1
* E_tot: -9854.221 eV

=====

Here is a gas-phase ion, C4H8NO2 (charge +1) from OMol25. Energies are from the ωB97M-V functional and the def2-TZVPD basis.

Each atom is followed by the atoms it is bonded to, with distances in Å.
CARTESIAN COORDINATES (ANGSTROEM)
1 N -1.62 -0.79 0.25  C2 1.604, H8 1.029, H9 0.976, H10 1.066
2 C -0.54 0.30 -0.22  N1 1.604, O3 1.357, C4 1.482, H11 1.124
3 O -0.92 1.42 0.44  C2 1.357, H12 1.015
4 C 0.81 -0.14 0.20  C2 1.482, O5 1.409, C6 1.573, C7 1.559
5 O 0.91 -1.43 0.77  C4 1.409, H13 0.920
6 C 2.01 0.44 -0.63  C4 1.573, C7 1.305, H14 1.034
7 C 1.96 0.83 0.62  C4 1.559, C6 1.305, H15 1.069
8 H -1.54 -1.71 -0.21  N1 1.029
9 H -2.53 -0.56 -0.03  N1 0.976
10 H -1.53 -1.04 1.28  N1 1.066
11 H -0.51 0.41 -1.34  C2 1.124
12 H -0.22 1.71 1.13  O3 1.015
13 H 1.70 -1.89 0.68  O5 0.920
14 H 2.41 0.45 -1.58  C6 1.034
15 H 2.33 1.31 1.50  C7 1.069

* gap between HOMO and LUMO: 10.2 eV
* SMILES: [NH3+][C@@H](O)C1(O)C=C1
* net charge: +1
* E_tot: -9852.638 eV

=====

Here is a gas-phase ion, C4H8NO2 (charge +1) from OMol25. Energies are from the ωB97M-V functional and the def2-TZVPD basis.

Each atom is followed by the atoms it is bonded to, with distances in Å.
CARTESIAN COORDINATES (ANGSTROEM)
1 C -1.41 1.10 -0.32  C2 1.495, H8 1.119, H9 1.056, H10 1.189
2 C -0.20 0.45 0.27  C1 1.495, C3 1.561, C7 1.531, H11 1.146
3 C 1.06 0.51 -0.64  C2 1.561, O4 1.482, H12 1.205, H13 1.060
4 O 1.95 -0.57 -0.15  C3 1.482, N5 1.279
5 N 1.31 -1.40 0.58  O4 1.279, O6 1.149, C7 1.609
6 O 1.79 -2.39 0.94  N5 1.149
7 C -0.26 -1.05 0.55  C2 1.531, N5 1.609, H14 1.086, H15 1.088
8 H -1.68 0.67 -1.32  C1 1.119
9 H -1.02 2.06 -0.51  C1 1.056
10 H -2.38 1.22 0.36  C1 1.189
11 H -0.02 0.87 1.33  C2 1.146
12 H 0.78 0.10 -1.74  C3 1.205
13 H 1.49 1.48 -0.72  C3 1.060
14 H -0.61 -1.35 1.54  C7 1.086
15 H -0.78 -1.68 -0.17  C7 1.088

* gap between HOMO and LUMO: 10.7 eV
* SMILES: C[C@@H]1CO[N+](=O)C1
* net charge: +1
* E_tot: -9851.251 eV

=====

Here is a gas-phase ion, C4H8NO2 (charge +1) from OMol25. Energies are from the ωB97M-V functional and the def2-TZVPD basis.

Each atom is followed by the atoms it is bonded to, with distances in Å.
CARTESIAN COORDINATES (ANGSTROEM)
1 N -0.59 0.71 1.47  C2 1.521, H8 1.025, H9 1.025, H10 1.019
2 C -0.42 -0.12 0.21  N1 1.521, C3 1.565, C5 1.522, H11 1.087
3 C 0.27 -1.43 0.72  C2 1.565, O4 1.201, H12 1.091
4 O 1.01 -1.34 1.66  C3 1.201
5 C 0.43 0.67 -0.77  C2 1.522, C6 1.532, H13 1.090, H14 1.095
6 C 0.36 -0.07 -2.11  C5 1.532, O7 1.198, H15 1.093
7 O -0.53 -0.84 -2.33  C6 1.198
8 H -1.59 0.89 1.61  N1 1.025
9 H -0.32 0.21 2.33  N1 1.025
10 H -0.06 1.58 1.46  N1 1.019
11 H -1.40 -0.43 -0.15  C2 1.087
12 H 0.24 -2.34 0.12  C3 1.091
13 H 0.10 1.69 -0.96  C5 1.090
14 H 1.43 0.66 -0.34  C5 1.095
15 H 1.06 0.16 -2.93  C6 1.093

* gap between HOMO and LUMO: 10.4 eV
* SMILES: [NH3+][C@H](C=O)CC=O
* net charge: +1
* E_tot: -9854.812 eV

=====

Here is 2 unconnected molecules or ions with the total composition C4H8NO2 from OMol25. Energies are from the ωB97M-V functional and the def2-TZVPD basis.

Each atom is followed by the atoms it is bonded to, with distances in Å.
CARTESIAN COORDINATES (ANGSTROEM)
1 C 2.11 -0.44 1.39  C2 1.307, O6 1.137
2 C 1.02 -1.04 0.99  C1 1.307, C3 1.394, H8 1.097
3 C -0.16 -0.36 0.70  C2 1.394, C4 1.527, O7 1.279
4 C -1.38 -0.92 -0.03  C3 1.527, H9 1.129, H10 1.117, H11 1.030
5 N 0.27 1.37 -1.48  H12 0.994, H13 0.961, H14 1.008
6 O 3.01 0.14 1.79  C1 1.137
7 O -0.48 0.78 1.18  C3 1.279, H15 0.958
8 H 0.97 -2.12 0.77  C2 1.097
9 H -1.20 -1.94 -0.49  C4 1.129
10 H -1.49 -0.19 -0.87  C4 1.117
11 H -2.26 -0.99 0.49  C4 1.030
12 H 1.25 1.45 -1.59  N5 0.994
13 H -0.29 2.15 -1.36  N5 0.961
14 H -0.05 1.00 -2.36  N5 1.008
15 H -1.32 1.11 0.86  O7 0.958

* gap between HOMO and LUMO (alpha / beta): 6.7 / 5.1 eV
* net charge: +1
* spin multiplicity: 3
* E_tot: -9850.300 eV

=====

Here is 2 unconnected molecules or ions with the total composition C4H8NO3 from OMol25. Energies are from the ωB97M-V functional and the def2-TZVPD basis.

Each atom is followed by the atoms it is bonded to, with distances in Å.
CARTESIAN COORDINATES (ANGSTROEM)
1 C -0.10 0.61 -1.95  C2 1.514, H7 1.090, H8 1.094, H9 1.084
2 C 1.00 -0.36 -2.33  C1 1.514, O3 1.219, N4 1.379
3 O 1.78 -0.19 -3.25  C2 1.219
4 N 1.03 -1.44 -1.48  C2 1.379, H5 1.014, H6 1.030
5 H 1.94 -1.89 -1.45  N4 1.014
6 H 0.76 -1.25 -0.51  N4 1.030
7 H 0.09 1.46 -2.61  C1 1.090
8 H 0.13 0.89 -0.92  C1 1.094
9 H -1.14 0.31 -1.97  C1 1.084
10 C -1.39 0.16 2.74  C11 1.564, H14 1.085, H15 1.080, H16 1.098
11 C -0.06 0.35 1.93  C10 1.564, O12 1.239, O13 1.279
12 O 0.94 0.82 2.50  C11 1.239
13 O -0.10 -0.10 0.74  C11 1.279
14 H -1.11 -0.17 3.73  C10 1.085
15 H -2.03 -0.40 2.07  C10 1.080
16 H -1.73 1.21 2.76  C10 1.098

* gap between HOMO and LUMO: 8.7 eV
* net charge: -1
* E_tot: -11912.675 eV

=====

Here is a gas-phase ion, C4H8NO3 (charge -1) from OMol25. Energies are from the ωB97M-V functional and the def2-TZVPD basis.

Each atom is followed by the atoms it is bonded to, with distances in Å.
CARTESIAN COORDINATES (ANGSTROEM)
1 N -0.13 1.70 0.49  C2 1.452, H9 1.014, H10 0.999
2 C -0.19 0.25 0.57  N1 1.452, C3 1.561, C5 1.530, H11 1.092
3 C 1.23 -0.34 0.85  C2 1.561, O4 1.434, H12 1.083, H13 1.098
4 O 1.20 -1.26 1.94  C3 1.434, H14 0.957
5 C -0.86 -0.45 -0.61  C2 1.530, C6 1.548, H15 1.103, H16 1.101
6 C -0.64 0.06 -2.05  C5 1.548, O7 1.263, O8 1.240
7 O 0.22 0.98 -2.20  C6 1.263
8 O -1.32 -0.50 -2.92  C6 1.240
9 H -0.30 2.03 -0.45  N1 1.014
10 H -0.66 2.17 1.20  N1 0.999
11 H -0.71 -0.11 1.46  C2 1.092
12 H 1.87 0.49 1.12  C3 1.083
13 H 1.58 -0.88 -0.05  C3 1.098
14 H 1.26 -2.18 1.66  O4 0.957
15 H -1.95 -0.44 -0.45  C5 1.103
16 H -0.62 -1.53 -0.57  C5 1.101

* gap between HOMO and LUMO: 7.8 eV
* SMILES: N[C@H](CO)CC(=O)[O-]
* net charge: -1
* E_tot: -11911.564 eV

=====

Here is 2 unconnected molecules or ions with the total composition C4H8NO3 from OMol25. Energies are from the ωB97M-V functional and the def2-TZVPD basis.

Each atom is followed by the atoms it is bonded to, with distances in Å.
CARTESIAN COORDINATES (ANGSTROEM)
1 C 1.97 0.17 -2.70  C2 1.522, H7 1.092, H8 1.096, H9 1.078
2 C 0.57 0.39 -2.12  C1 1.522, O3 1.225, N4 1.341
3 O -0.34 0.78 -2.83  C2 1.225
4 N 0.46 0.15 -0.81  C2 1.341, H5 1.013, H6 1.007
5 H -0.44 0.13 -0.33  N4 1.013
6 H 1.21 -0.31 -0.32  N4 1.007
7 H 2.51 -0.62 -2.17  C1 1.092
8 H 2.56 1.09 -2.61  C1 1.096
9 H 1.87 -0.09 -3.74  C1 1.078
10 C -1.90 0.29 2.50  C11 1.556, H14 1.083, H15 1.087, H16 1.089
11 C -0.96 -0.96 2.52  C10 1.556, O12 1.254, O13 1.246
12 O -0.11 -1.02 1.60  C11 1.254
13 O -1.15 -1.74 3.47  C11 1.246
14 H -2.90 0.02 2.81  C10 1.083
15 H -1.91 0.76 1.52  C10 1.087
16 H -1.45 0.96 3.22  C10 1.089

* gap between HOMO and LUMO: 7.8 eV
* net charge: -1
* E_tot: -11912.876 eV

=====

no.,largest force on an atom (eV/Å)
1,5.65
2,5.53
3,4.24
4,1.83
5,5.74
6,2.46
7,1.25
8,0.67